# 1
C30H28BClF4O2S as an isolated structure in a non-equilibrium geometry, computed with wB97M-V/def2-TZVPD.

Total energy, Ha: -2593.098104
Orbital gap, eV: 6.25
Relative energy (zero: lowest compared OMol25 entry of this formula, charge and spin), kcal per mole: 31.9
E_LUMO, eV: -1.1215

Geometry as ORCA input:
```
! RIJCOSX wB97M-V def2-TZVPD def2/J DEFGRID3
* xyz 0 1
F 1.5133 -2.4998 3.0846
C 1.7806 -1.3465 2.3781
C 2.7464 -1.4099 1.3739
C 3.0333 -0.2100 0.7265
F 4.0596 -0.1890 -0.1895
C 2.3266 0.9555 0.9664
C 1.2568 0.9580 1.8945
C 0.3355 2.0816 1.9416
C -1.0769 1.9137 1.7298
C -1.9447 3.0210 1.9187
C -3.2651 2.9589 1.5148
F -4.1390 3.9414 1.9278
C -3.7878 1.8918 0.7889
C -2.9309 0.8059 0.6181
F -3.4070 -0.3054 -0.0378
C -1.6403 0.7533 1.1290
C 1.0804 -0.1894 2.6951
H 3.2829 -2.3237 1.1405
H 2.5505 1.8414 0.3899
H 0.7868 2.9110 1.0133
H -1.5519 3.9329 2.3587
H -4.8155 1.8695 0.4383
H -1.0408 -0.1457 1.0061
H 0.3679 -0.1421 3.5164
C -1.6031 3.9525 7.6384
C -1.1803 2.9580 6.6232
C -0.1108 2.0776 6.6796
C -0.1458 1.0942 5.6550
C -1.2906 1.1487 4.8484
B 1.3758 3.8876 1.5949
C -2.0858 0.0260 4.3660
C -1.5567 -1.2875 4.2904
C -2.2566 -2.2932 3.6318
C -3.5574 -2.0420 3.1824
Cl -4.3868 -3.2309 2.2596
C -4.1866 -0.8118 3.4511
C -3.4404 0.2131 4.0221
O 0.5622 4.9034 2.0201
C 1.2682 5.4051 3.1800
C 1.6551 6.8267 2.7843
C 0.2646 5.3986 4.3184
C 2.5370 4.4430 3.3550
C 3.8700 5.1147 3.6310
C 2.3245 3.3597 4.4099
O 2.6706 3.8277 2.0438
S -2.1521 2.6369 5.2335
H -1.0212 3.8072 8.5583
H -1.4110 4.9804 7.2921
H -2.6752 3.8407 7.8643
H 0.6544 2.1299 7.4628
H 0.6110 0.3221 5.5434
H -0.5846 -1.4956 4.7356
H -1.7912 -3.2648 3.4533
H -5.2277 -0.6520 3.1694
H -3.9162 1.1819 4.1966
H 2.1251 7.3549 3.6188
H 2.3330 6.8015 1.9173
H 0.7506 7.3764 2.4908
H 0.6980 5.7835 5.2512
H -0.5944 6.0321 4.0583
H -0.1272 4.3872 4.4901
H 3.8480 5.6011 4.6140
H 4.6537 4.3455 3.6459
H 4.1285 5.8626 2.8714
H 2.3262 3.7829 5.4253
H 1.3830 2.8162 4.2493
H 3.1504 2.6360 4.3549
*
```

---

# 2
C30H28BCoN9O2S2 as an isolated structure, computed with wB97M-V/def2-TZVPD.

Total energy, Ha: -4007.203921
Orbital gap, eV: 7.20
E_LUMO, eV: -3.7287

Geometry as ORCA input:
```
! RIJCOSX wB97M-V def2-TZVPD def2/J DEFGRID3
* xyz 1 1
Co 0.2939 -0.4139 0.0863
N -2.7804 -2.5266 1.7625
C -3.2863 -1.8925 2.9317
C -3.9417 -2.6253 3.9011
C -4.4017 -1.9850 5.0464
C -4.1667 -0.6320 5.2303
C -3.4755 0.0916 4.2644
C -3.0604 -0.5361 3.1033
S -2.3421 0.3976 1.7865
N -1.3270 -0.8150 1.1297
C -1.6759 -2.0534 1.1370
C -0.7615 -2.9868 0.4303
C -0.9081 -4.3575 0.4033
C 0.0293 -5.1213 -0.2831
C 1.0790 -4.4813 -0.9115
C 1.1698 -3.0971 -0.8358
N 0.2695 -2.3726 -0.1777
H -2.9590 -3.5136 1.6928
H -4.1031 -3.6879 3.7618
H -4.9351 -2.5516 5.7969
H -4.5171 -0.1360 6.1245
H -3.2798 1.1478 4.3994
H -1.7299 -4.8449 0.9080
H -0.0678 -6.1975 -0.3211
H 1.8292 -5.0270 -1.4652
H 1.9531 -2.5569 -1.3507
C 0.4787 4.9333 -4.0489
C 1.1125 3.6808 -3.5139
C 0.8969 2.4592 -4.1436
C 1.4743 1.2946 -3.6637
C 2.2730 1.3644 -2.5337
C 2.5194 2.5720 -1.8919
C 1.9360 3.7217 -2.3894
S 2.9996 -0.0822 -1.8728
O 4.3656 0.1615 -1.5050
O 2.7029 -1.1812 -2.7527
N 2.1592 -0.2720 -0.4876
C 2.6344 -0.6124 0.7404
C 3.9159 -0.7930 1.2790
C 3.9878 -1.1246 2.6135
C 2.8367 -1.2825 3.3998
C 1.6142 -1.0986 2.8032
N 1.5403 -0.7758 1.5102
H -0.5595 4.7558 -4.3294
H 1.0052 5.2774 -4.9412
H 0.5030 5.7349 -3.3128
H 0.2657 2.4156 -5.0234
H 1.3120 0.3424 -4.1498
H 3.1564 2.6021 -1.0167
H 2.1151 4.6714 -1.8991
H 4.7893 -0.6588 0.6617
H 4.9616 -1.2648 3.0649
H 2.9021 -1.5361 4.4470
H 0.6769 -1.1895 3.3387
B -1.6296 2.1749 -1.0644
N -0.3987 2.4041 -0.1430
C -0.0807 3.6057 0.3393
C 0.8412 3.4551 1.3618
C 1.0377 2.0843 1.4446
N 0.2731 1.4591 0.5385
N -1.3805 0.9102 -1.9371
C -1.9884 0.6969 -3.1029
C -1.7018 -0.5876 -3.5342
C -0.8853 -1.1036 -2.5392
N -0.7036 -0.1901 -1.5712
H -1.7139 3.1280 -1.7919
H -2.6265 2.0212 -0.4020
H -0.5418 4.4862 -0.0752
H 1.3096 4.2215 1.9528
H 1.6995 1.5413 2.0946
H -2.5791 1.4793 -3.5487
H -2.0157 -1.0690 -4.4429
H -0.3953 -2.0584 -2.5129
*
```

---

# 3
C30H28BF4NPSSiSr as an isolated structure, computed with wB97M-V/def2-TZVPD.

Total energy, Ha: -2699.281752
Orbital gap, eV: 7.55
E_LUMO, eV: 2.5867

Geometry as ORCA input:
```
! RIJCOSX wB97M-V def2-TZVPD def2/J DEFGRID3
* xyz -1 1
Sr 0.2076 1.0049 0.2061
C -3.8059 -0.7968 5.7327
Si -2.8866 0.7879 5.3388
C -3.7917 2.2201 6.1555
C -1.2044 0.7160 6.1342
C -3.0113 1.0590 3.4783
C -4.2264 1.5227 3.0016
C -4.4436 1.7567 1.6454
C -3.3896 1.5183 0.7952
N -2.2122 1.0418 1.2002
C -1.9983 0.7878 2.5180
S -0.4525 0.1229 2.9421
H -3.8497 -0.9725 6.8108
H -3.3027 -1.6481 5.2684
H -4.8283 -0.7641 5.3486
H -3.7866 2.0985 7.2416
H -4.8325 2.3036 5.8375
H -3.2951 3.1645 5.9203
H -1.3386 0.6966 7.2208
H -0.6020 1.5868 5.8703
H -0.6530 -0.1668 5.8193
H -5.0344 1.7233 3.6982
H -5.3856 2.1339 1.2735
H -3.4781 1.7185 -0.2679
C 7.2953 -2.9420 -0.4718
C 7.0869 -1.5759 -0.3271
C 5.8064 -1.0502 -0.4196
C 4.7103 -1.8806 -0.6500
C 4.9329 -3.2497 -0.7794
C 6.2143 -3.7800 -0.7008
P 2.9631 -1.3071 -0.8021
C 3.1256 0.3187 0.0544
C 3.0843 0.2946 1.4513
C 3.1625 1.4717 2.1846
C 3.2724 2.6888 1.5255
C 3.3082 2.7278 0.1367
C 3.2353 1.5493 -0.5956
C 2.8873 -0.8571 -2.5772
C 3.9302 -1.0691 -3.4417
C 3.7654 -0.8702 -4.8313
C 2.5538 -0.4878 -5.3259
C 1.4535 -0.2631 -4.4597
C 0.1891 0.1227 -4.9714
C -0.8494 0.3366 -4.1151
C -0.6486 0.1981 -2.7186
C 0.5483 -0.1574 -2.1284
C 1.6093 -0.4202 -3.0591
H 8.2955 -3.3511 -0.4008
H 7.9258 -0.9152 -0.1454
H 5.6614 0.0180 -0.3116
H 4.0868 -3.9078 -0.9443
H 6.3659 -4.8468 -0.8093
H 2.9637 -0.6560 1.9598
H 3.0951 1.4388 3.2641
H 3.2791 3.6126 2.0875
H 3.3331 3.6807 -0.3731
H 3.2294 1.5856 -1.6788
H 4.8912 -1.4051 -3.0735
H 4.6033 -1.0361 -5.4977
H 2.4148 -0.3476 -6.3929
H 0.0705 0.2455 -6.0427
H -1.8207 0.6307 -4.4974
H -1.5235 0.4101 -2.0928
F -0.9935 4.9292 -0.1471
B 0.2037 4.2438 -0.1417
F 1.2758 5.0484 -0.5001
F 0.4341 3.6393 1.1305
F 0.1214 3.1269 -1.0539
*
```

---

# 4
C30H28Br2CrN12OS8 as an isolated structure in a non-equilibrium geometry, computed with wB97M-V/def2-TZVPD.

Total energy, Ha: -11270.113661
Orbital gap (spin up / spin down), eV: 5.68 / 5.59
Relative energy (zero: lowest compared OMol25 entry of this formula, charge and spin), kcal per mole: 0.0
E_LUMO (spin up / spin down), eV: -3.8805 / -3.9893

Geometry as ORCA input:
```
! RIJCOSX wB97M-V def2-TZVPD def2/J DEFGRID3
* xyz 1 4
Cr 14.7169 11.2685 15.3553
Br 21.4243 12.1159 14.5490
C 19.5772 11.9234 15.0026
C 19.1119 10.8153 15.7566
C 17.7270 10.7666 16.0430
N 16.8187 11.5696 15.4866
C 17.2695 12.5946 14.7519
C 18.6615 12.8382 14.5699
C 16.3105 13.3203 13.8949
C 16.5994 14.5275 13.1810
C 15.6748 14.9415 12.1900
Br 15.9264 16.5731 11.2930
C 14.5537 14.1714 11.9684
C 14.2613 13.1239 12.7966
N 15.0961 12.6773 13.7288
H 19.8160 10.0981 16.1456
H 17.3346 10.0103 16.7447
H 19.0035 13.7271 14.0502
H 17.4300 15.1125 13.4254
H 13.8795 14.4194 11.2049
H 13.2999 12.6196 12.7238
N 11.1604 12.0192 8.8892
N 12.4833 11.6753 8.6845
N 13.0057 11.3745 7.4811
C 14.2694 11.0808 7.7872
N 14.5655 11.2421 9.0752
N 13.4391 11.6297 9.6294
H 10.4751 11.8343 8.1230
H 10.7975 12.3515 9.7910
H 14.9892 10.8705 7.0230
C 12.8320 14.8371 16.9221
C 13.0122 13.3932 16.6172
N 11.9496 12.6033 16.6838
O 14.1846 12.9479 16.3113
H 12.1517 14.9656 17.7599
H 12.4016 15.2305 15.9924
H 13.8362 15.2233 17.0838
H 10.9959 12.9637 16.9014
H 12.0923 11.5891 16.5502
C 11.8750 7.2914 18.0459
S 11.8682 7.3438 16.2351
C 10.7993 8.6626 15.9923
C 10.9663 9.7864 15.2167
S 12.4340 10.1379 14.3295
S 9.4767 10.7734 15.1133
C 8.3316 9.7228 15.9714
S 6.7349 9.9371 16.1577
S 9.2105 8.4223 16.6970
H 12.9040 7.2127 18.4972
H 11.3297 6.3466 18.2606
H 11.2823 8.0927 18.5774
S 16.5533 14.3772 20.8817
C 15.9628 12.9587 20.2595
S 16.0698 12.7225 18.5371
C 15.1063 11.2433 18.6891
N 14.9054 10.8836 19.9174
N 15.4601 11.8039 20.8369
C 15.5267 11.4434 22.2199
C 15.5553 12.4290 23.2234
C 15.6566 12.0405 24.5697
C 15.7421 10.7132 24.9330
C 15.7490 9.7201 23.9481
C 15.5495 10.1062 22.6351
S 14.5885 10.1367 17.4311
H 15.5717 13.5014 23.0337
H 15.5968 12.7231 25.4092
H 15.9158 10.4057 25.9450
H 15.7699 8.6665 24.1769
H 15.3053 9.3733 21.8770
N 16.8197 6.5184 11.4797
C 16.3566 7.5505 12.2737
C 16.4244 7.4615 13.6802
C 15.9463 8.4819 14.4699
N 15.4326 9.6227 13.9908
C 15.2688 9.7177 12.6547
C 15.6972 8.7184 11.7978
H 17.6443 6.0098 11.8133
H 16.8825 6.7014 10.4944
H 16.8296 6.5730 14.1534
H 16.0183 8.3514 15.5447
H 14.8180 10.6008 12.2029
H 15.5550 8.9180 10.7427
*
```

---

# 5
C30H28ClGeN2O5SZn as an isolated structure, computed with wB97M-V/def2-TZVPD.

Total energy, Ha: -6360.244263
Orbital gap, eV: 8.56
E_LUMO, eV: -2.7853

Geometry as ORCA input:
```
! RIJCOSX wB97M-V def2-TZVPD def2/J DEFGRID3
* xyz 1 1
Zn -1.1315 -2.0127 0.1728
C -0.0928 4.0402 4.1914
O 0.1945 2.8791 4.9676
C 0.1012 1.6769 4.3944
C 0.3861 0.5896 5.2169
C 0.2514 -0.6623 4.6944
C -0.1274 -0.9119 3.3591
C -0.5064 -2.2674 3.0230
C -0.1102 -3.4741 3.8200
O -1.2240 -2.5148 2.0400
C -0.3072 0.2066 2.4956
O -0.5172 0.0600 1.1362
C -0.2373 1.4794 3.0558
H -0.0004 4.8816 4.8691
H -1.1103 4.0026 3.7970
H 0.6227 4.1429 3.3761
H 0.6649 0.7556 6.2480
H 0.4020 -1.4986 5.3570
H 0.3775 -3.2831 4.7660
H 0.5700 -4.0487 3.1856
H -0.9936 -4.0939 3.9673
H -0.4382 2.3467 2.4551
Cl -1.4755 -6.6377 0.8425
C -1.5488 -5.7731 -0.7213
C -1.4337 -4.2965 -0.4422
O -2.4765 -3.5979 -0.3126
O -0.2742 -3.7877 -0.3163
H -2.5028 -6.0005 -1.1827
H -0.7175 -6.1155 -1.3279
N -3.7523 -0.9756 -1.5652
C -2.6231 -1.2543 -2.2494
N -1.4315 -1.3142 -1.7065
C -0.4566 -1.6222 -2.6711
C 0.8986 -1.8064 -2.4269
C 1.7278 -2.1195 -3.4862
C 1.2222 -2.2447 -4.7817
C -0.1253 -2.0642 -5.0357
C -0.9515 -1.7550 -3.9637
S -2.6771 -1.5042 -3.9613
H -3.7437 -1.1230 -0.5684
H -4.6359 -1.1605 -2.0096
H 1.2880 -1.7184 -1.4189
H 2.7844 -2.2720 -3.3093
H 1.8879 -2.4969 -5.5960
H -0.5243 -2.1706 -6.0362
Ge -0.3804 1.6517 0.0721
C -0.2435 1.5635 -1.8383
C -1.3718 1.8360 -2.6113
C -1.2463 2.0160 -3.9809
C 0.0030 1.9197 -4.5806
C 1.1305 1.6584 -3.8143
C 1.0109 1.4890 -2.4426
C 1.2185 2.5744 0.6381
C 2.4099 1.9363 0.9703
C 3.5389 2.6836 1.2762
C 3.4858 4.0712 1.2445
C 2.3033 4.7151 0.9077
C 1.1698 3.9688 0.6084
H -1.6984 2.3318 0.4587
H -2.3477 1.9211 -2.1455
H -2.1208 2.2391 -4.5784
H 0.0986 2.0588 -5.6498
H 2.1046 1.5998 -4.2825
H 1.8991 1.3180 -1.8460
H 2.4630 0.8528 1.0078
H 4.4615 2.1832 1.5408
H 4.3688 4.6509 1.4794
H 2.2614 5.7966 0.8791
H 0.2490 4.4815 0.3454
*
```

---

# 6
C30H28FIIrN5O6 as an isolated structure, computed with wB97M-V/def2-TZVPD.

Total energy, Ha: -2386.118790
Orbital gap (spin up / spin down), eV: 5.15 / 4.36
E_LUMO (spin up / spin down), eV: -9.9467 / -10.7398

Geometry as ORCA input:
```
! RIJCOSX wB97M-V def2-TZVPD def2/J DEFGRID3
* xyz 3 2
Ir 2.2327 2.5395 1.3427
F -0.0851 -3.2660 -0.9899
C -0.6038 -2.0528 -1.1987
C -0.0314 -1.0001 -0.5545
C -0.5644 0.2924 -0.6999
C -0.0547 1.4132 0.0254
O 0.9651 1.1724 0.8297
C -0.6721 2.6463 -0.1202
C -1.7246 2.7616 -1.0215
N -2.1777 1.7526 -1.7447
C -3.2513 2.0035 -2.7107
C -2.9518 1.7982 -4.1657
C -3.1205 3.1826 -3.6236
C -1.6600 0.4700 -1.5638
C -2.2226 -0.6267 -2.2230
C -1.7380 -1.9142 -2.0420
N -2.3579 -2.9878 -2.6944
C -3.8113 -3.1222 -2.5839
C -4.3898 -3.6405 -3.9113
N -3.2977 -4.3224 -4.6852
C -2.4818 -5.1876 -3.7740
C -1.6924 -4.2926 -2.8050
C -0.3449 3.8610 0.6838
O -1.0842 4.7875 0.7938
O 0.8503 3.8750 1.3202
H 0.8215 -1.1765 0.0882
H -2.2100 3.7210 -1.1512
H -4.2281 1.7576 -2.3149
H -3.7299 1.3861 -4.7927
H -1.9471 1.4894 -4.4242
H -4.0305 3.7185 -3.8509
H -2.2410 3.8078 -3.5492
H -3.0506 -0.4631 -2.8955
H -4.2643 -2.1636 -2.3536
H -4.0688 -3.8013 -1.7642
H -4.7954 -2.8500 -4.5389
H -5.1692 -4.3797 -3.7376
H -2.6878 -3.6180 -5.1048
H -3.6984 -4.8689 -5.4502
H -1.8131 -5.8001 -4.3737
H -3.1830 -5.8435 -3.2615
H -0.6841 -4.1392 -3.1836
H -1.6186 -4.8171 -1.8507
I 3.4178 -5.0838 0.9988
C 3.8826 -3.0809 0.8380
C 3.2058 -2.1492 1.6241
C 3.5094 -0.8059 1.5005
C 4.4882 -0.3827 0.6070
C 5.1879 -1.3222 -0.1496
C 4.8802 -2.6659 -0.0413
C 4.8718 1.0264 0.4278
O 5.8908 1.4551 0.0241
O 3.8580 1.9919 0.7365
H 2.4624 -2.4838 2.3353
H 3.0038 -0.0896 2.1370
H 5.9706 -0.9871 -0.8171
H 5.4224 -3.3936 -0.6288
N 2.0995 4.0168 8.2156
C 1.7904 2.8930 7.5507
O 1.4679 1.8473 8.0644
C 1.8635 2.9292 6.0236
C 1.4784 1.7508 5.3872
C 1.5419 1.6588 4.0210
N 1.9840 2.7030 3.2868
C 2.3282 3.8657 3.8740
C 2.2819 4.0015 5.2440
H 2.0582 3.9882 9.2234
H 2.3371 4.8892 7.7819
H 1.1385 0.9195 5.9906
H 1.2425 0.7722 3.4802
H 2.6318 4.6798 3.2269
H 2.5729 4.9540 5.6630
*
```